Entry 1:
{"formula": "C3H4ClNO", "method": "ωB97M-V/def2-TZVPD", "homo_lumo_gap_ev": 10.306, "smiles": "C=C(Cl)/C=N\\O", "total_charge": 0, "relative_energy_kj_mol": 390.9, "multiplicity": 1, "species": ["C", "C", "C", "N", "O", "Cl", "H", "H", "H", "H"], "positions_angstrom": [[0.125, 0.752, -0.879], [0.960, -0.672, -0.171], [0.344, -1.450, 0.721], [-0.954, 1.330, -0.587], [-1.500, 1.314, 0.734], [2.411, -0.753, -0.833], [0.455, 0.804, -1.868], [-2.080, 2.009, 0.704], [0.899, -2.285, 1.136], [-0.659, -1.048, 1.044]], "forces_ev_per_angstrom": [[0.1, -4.4, 3.2], [-5.5, 3.7, 0.8], [-0.3, 1.6, -0.4], [-0.2, 1.6, 0.6], [3.5, -3.7, -0.9], [3.6, -0.7, -1.4], [0.4, 0.5, -1.5], [-2.3, 2.7, -0.3], [-0.5, -0.1, 0.1], [1.2, -1.1, -0.1]]}

Entry 2:
{"formula": "C3H4ClNO2", "method": "ωB97M-V/def2-TZVPD", "homo_lumo_gap_ev": 9.225, "smiles": "N/C=C(/Cl)C(=O)O", "total_charge": 0, "relative_energy_kj_mol": 165.9, "multiplicity": 1, "species": ["C", "C", "C", "H", "H", "H", "H", "N", "O", "O", "Cl"], "positions_angstrom": [[0.126, 0.529, -0.880], [-0.095, 0.862, 0.430], [-0.261, -0.020, 1.473], [1.045, -0.681, -2.114], [0.246, -1.492, -0.725], [0.464, 1.309, -1.630], [-1.306, -1.163, 0.332], [0.183, -0.667, -1.404], [-0.443, -1.344, 0.947], [-0.102, 0.072, 2.697], [0.145, 2.596, 0.875]], "forces_ev_per_angstrom": [[1.0, 3.1, 0.8], [0.3, 3.7, -2.0], [1.1, -3.2, 5.0], [-2.9, -0.3, 1.7], [-0.1, 1.7, -1.2], [-0.8, -0.6, 1.4], [2.8, -1.2, 2.1], [3.5, -3.9, -2.6], [-3.9, 1.4, -1.3], [-0.6, 0.4, -3.4], [-0.3, -1.2, -0.4]]}

Entry 3:
{"formula": "C3H4ClNOS", "method": "ωB97M-V/def2-TZVPD", "homo_lumo_gap_ev": 8.489, "smiles": "N/C=C(\\Cl)C(O)=S", "total_charge": 0, "relative_energy_kj_mol": 42.6, "multiplicity": 1, "species": ["C", "C", "C", "H", "H", "H", "H", "N", "O", "S", "Cl"], "positions_angstrom": [[-0.088, 0.711, -0.589], [0.233, 0.019, 0.545], [0.199, -1.443, 0.565], [-0.766, 2.440, -1.487], [-0.225, 2.637, 0.215], [-0.164, 0.167, -1.528], [-0.227, -2.962, -0.281], [-0.094, 2.048, -0.712], [-0.262, -2.029, -0.521], [0.656, -2.412, 1.831], [0.738, 0.823, 1.962]], "forces_ev_per_angstrom": [[0.7, -1.0, 0.6], [-0.3, -0.7, -1.2], [0.7, 0.3, 1.6], [2.0, -1.1, 2.0], [0.5, -1.8, -2.5], [-0.4, -0.1, 0.3], [-0.1, -0.5, -0.2], [-2.6, 3.7, 0.4], [-0.4, 0.3, -1.0], [-0.1, 0.5, -0.2], [-0.1, 0.4, 0.3]]}

Entry 4:
{"formula": "C3H4ClNS", "method": "ωB97M-V/def2-TZVPD", "homo_lumo_gap_ev": 8.269, "total_charge": 0, "relative_energy_kj_mol": 230.8, "multiplicity": 1, "species": ["C", "C", "C", "N", "S", "Cl", "H", "H", "H", "H"], "positions_angstrom": [[0.911, 1.822, -0.145], [-0.441, -0.702, 0.282], [-1.079, 2.507, -1.463], [-0.114, 2.231, -0.769], [1.245, 0.119, 0.319], [-2.625, 2.935, -0.767], [1.718, 2.591, -0.011], [-0.423, -1.147, -0.706], [-1.062, 0.115, 0.272], [-0.470, -1.341, 1.141]], "forces_ev_per_angstrom": [[0.5, 0.3, -0.3], [3.2, 0.0, -1.2], [-1.0, 0.1, -1.6], [0.6, -0.5, 1.6], [-0.2, 0.8, 0.1], [0.5, 0.0, 0.4], [-0.6, -1.1, 0.2], [-0.5, -0.6, 0.3], [-2.0, 1.5, 0.4], [-0.3, -0.4, 0.2]]}

Entry 5:
{"formula": "C3H4ClNS", "method": "ωB97M-V/def2-TZVPD", "homo_lumo_gap_ev": 8.626, "smiles": "NC(=S)/C=C/Cl", "total_charge": 0, "relative_energy_kj_mol": 34.2, "multiplicity": 1, "species": ["C", "C", "C", "H", "H", "H", "H", "N", "S", "Cl"], "positions_angstrom": [[0.843, -0.176, 0.052], [-0.693, 0.170, 0.060], [-1.573, -0.807, -0.049], [2.572, 0.918, -0.093], [1.179, 1.796, 0.215], [-1.115, 1.225, 0.054], [-1.223, -1.848, -0.056], [1.574, 0.922, -0.131], [1.706, -1.582, -0.017], [-3.269, -0.617, -0.035]], "forces_ev_per_angstrom": [[-0.8, 0.2, -0.9], [0.9, 0.4, -0.1], [0.7, -1.1, 0.5], [0.4, -0.6, 0.0], [0.0, -0.2, -0.5], [1.2, -1.2, 0.1], [-0.3, 0.4, -0.1], [-0.8, 2.7, 0.8], [-1.2, -0.6, 0.3], [-0.1, 0.2, -0.1]]}

Entry 6:
{"formula": "C3H4ClO4S", "method": "ωB97M-V/def2-TZVPD", "homo_lumo_gap_ev": 8.959, "total_charge": -1, "relative_energy_kj_mol": 0.0, "multiplicity": 1, "species": ["C", "C", "C", "O", "O", "O", "O", "S", "Cl", "H", "H", "H", "H"], "positions_angstrom": [[3.143, 0.901, -0.327], [1.404, -0.522, 0.661], [1.955, 0.704, 0.108], [4.241, 1.063, -0.705], [-2.951, -1.665, -0.771], [-2.937, 0.659, -1.612], [-2.104, 0.213, 0.636], [-2.905, -0.203, -0.485], [-4.881, 0.044, 0.283], [2.156, -1.195, 0.946], [0.659, -0.550, 1.522], [0.836, -0.991, -0.136], [1.385, 1.543, -0.120]], "forces_ev_per_angstrom": [[2.2, -0.3, -0.3], [-2.5, -1.3, 0.7], [0.0, 0.5, 0.6], [-0.4, 0.1, 0.0], [0.6, 2.5, 0.4], [0.3, 0.8, -1.1], [0.4, -0.1, -0.1], [-0.8, -3.3, 0.5], [-0.3, 0.2, 0.2], [1.3, -1.0, 0.3], [1.0, 1.0, -1.0], [-0.2, -0.4, -0.1], [-1.5, 1.4, -0.2]]}

Entry 7:
{"formula": "C3H4CsFO2", "method": "ωB97M-V/def2-TZVPD", "homo_lumo_gap_ev": [9.304, 7.526], "total_charge": 1, "relative_energy_kj_mol": 0.0, "multiplicity": 2, "species": ["O", "Cs", "C", "C", "H", "H", "F", "C", "O", "H", "H"], "positions_angstrom": [[-1.026, -0.382, 1.903], [-0.594, 2.363, -2.364], [-1.718, -0.189, 0.844], [-0.371, -1.592, 2.268], [-0.970, -2.473, 2.032], [-0.095, -1.523, 3.321], [-2.204, -1.347, 0.423], [1.312, -1.658, 1.238], [1.268, -1.492, -0.047], [1.787, -2.605, 1.563], [1.893, -0.829, 1.702]], "forces_ev_per_angstrom": [[1.1, 0.4, 0.5], [-0.1, -0.2, 0.2], [-0.5, 0.2, -0.4], [1.5, -0.1, -1.4], [0.4, 0.1, -0.1], [0.1, 0.1, -0.4], [0.1, -0.3, -0.3], [-0.5, -0.8, 1.7], [-1.0, 0.4, 0.0], [-0.5, 0.1, 0.0], [-0.7, 0.2, 0.1]]}

Entry 8:
{"formula": "C3H4DyFO3", "method": "ωB97M-V/def2-TZVPD", "homo_lumo_gap_ev": [4.576, 9.711], "total_charge": 2, "multiplicity": 6, "species": ["F", "O", "C", "C", "O", "O", "C", "Dy", "H", "H", "H", "H"], "positions_angstrom": [[1.986, 0.694, -1.856], [-0.300, -1.166, 1.038], [-0.959, -0.075, 1.078], [1.153, 0.164, -0.742], [-1.375, 0.343, 2.194], [-1.064, 0.700, 0.029], [-0.300, 0.372, -1.142], [-0.895, -1.649, 3.461], [1.428, -0.898, -0.732], [1.443, 0.812, 0.094], [-0.713, -0.528, -1.609], [-0.404, 1.231, -1.813]], "forces_ev_per_angstrom": [[-1.9, -1.2, 2.3], [-0.1, -0.6, 0.4], [0.1, 1.7, 0.3], [2.8, 2.1, -2.8], [-0.1, -1.5, 0.1], [0.3, -0.5, 0.6], [-0.8, -0.2, -1.1], [-0.2, 0.8, -0.7], [-0.2, -0.1, 0.4], [-0.1, -0.5, 0.1], [0.0, 0.1, 0.1], [0.1, -0.1, 0.3]]}

Entry 9:
{"formula": "C3H4ErO4", "method": "ωB97M-V/def2-TZVPD", "homo_lumo_gap_ev": [2.515, 2.623], "total_charge": 1, "relative_energy_kj_mol": 42.8, "multiplicity": 4, "species": ["C", "C", "O", "C", "O", "O", "O", "Er", "H", "H", "H", "H"], "positions_angstrom": [[-1.305, -1.711, 1.288], [-2.169, -0.680, 1.148], [0.496, 0.605, -1.680], [1.467, 1.364, -1.766], [2.639, 0.986, -2.271], [1.512, 2.576, -1.275], [-0.002, -1.641, 1.547], [3.700, 2.821, -1.615], [-1.604, -2.720, 0.984], [-2.047, 0.229, 1.741], [-3.209, -0.908, 0.917], [0.521, -0.920, 0.983]], "forces_ev_per_angstrom": [[-2.1, 0.8, -2.1], [-0.1, -1.1, 1.8], [2.5, 2.2, -0.4], [-3.7, -3.9, 0.5], [3.3, 2.2, 0.1], [3.1, 2.8, 0.4], [3.5, 2.1, -0.9], [-5.1, -3.2, -0.6], [0.0, 0.2, 0.2], [0.5, 0.2, -0.8], [0.3, -0.1, -0.1], [-2.3, -2.2, 1.9]]}

Entry 10:
{"formula": "C3H4F2", "method": "ωB97M-V/def2-TZVPD", "homo_lumo_gap_ev": 10.429, "smiles": "C/C(F)=C/F", "total_charge": 0, "relative_energy_kj_mol": 97.4, "multiplicity": 1, "species": ["C", "C", "C", "H", "H", "H", "H", "F", "F"], "positions_angstrom": [[-1.615, -0.759, 0.022], [-0.330, 0.034, 0.162], [0.809, -0.583, -0.092], [-1.422, -1.542, -0.732], [-2.010, -1.313, 0.854], [-2.341, -0.085, -0.353], [0.783, -1.652, -0.195], [-0.693, 1.365, -0.051], [2.006, 0.018, 0.037]], "forces_ev_per_angstrom": [[1.2, -1.1, -0.6], [-2.9, 0.2, -2.0], [0.6, 1.3, 1.4], [-0.3, 0.3, 0.1], [0.1, 0.2, 0.8], [-0.9, 0.4, -0.4], [0.5, -0.3, 0.1], [1.8, -0.9, 1.2], [0.0, -0.3, -0.6]]}

Entry 11:
{"formula": "C3H4F2", "method": "ωB97M-V/def2-TZVPD", "homo_lumo_gap_ev": 11.548, "smiles": "F[C@@H]1C[C@@H]1F", "total_charge": 0, "relative_energy_kj_mol": 145.2, "multiplicity": 1, "species": ["C", "C", "C", "H", "H", "H", "H", "F", "F"], "positions_angstrom": [[-0.262, -0.746, 0.443], [0.511, -0.920, -0.917], [0.771, 0.216, 0.160], [-0.270, -1.571, 1.203], [-0.079, -0.694, -1.794], [1.357, -1.702, -0.903], [1.644, 0.236, 0.860], [-1.457, -0.118, 0.204], [0.482, 1.499, 0.076]], "forces_ev_per_angstrom": [[-0.7, -1.4, -1.2], [1.5, 0.3, 2.8], [3.0, -1.6, 1.3], [-0.1, 1.2, -0.6], [0.2, 0.0, 0.0], [-1.7, 1.4, -0.4], [-0.2, -1.1, -1.2], [-0.8, -0.7, 0.4], [-1.2, 1.8, -1.1]]}

Entry 12:
{"formula": "C3H4F2O", "method": "ωB97M-V/def2-TZVPD", "homo_lumo_gap_ev": [9.336, 7.728], "total_charge": 0, "relative_energy_kj_mol": 321.6, "multiplicity": 1, "species": ["C", "C", "C", "O", "F", "F", "H", "H", "H", "H"], "positions_angstrom": [[0.351, 0.448, -0.052], [-2.042, -0.033, 0.325], [1.626, -0.305, 0.004], [-0.754, -0.231, 0.051], [-2.582, 1.141, -0.095], [-2.795, -1.051, -0.143], [0.331, 1.527, -0.117], [1.473, -1.267, 0.490], [2.385, 0.262, 0.538], [2.007, -0.493, -1.001]], "forces_ev_per_angstrom": [[0.7, 1.2, 0.0], [-0.3, 0.5, 0.4], [-0.3, -0.1, -0.1], [-1.3, -1.4, -0.3], [0.6, -0.5, -0.1], [0.6, 0.5, 0.0], [-0.3, 0.0, 0.0], [0.1, 0.0, 0.0], [0.1, 0.0, 0.1], [0.1, -0.1, -0.1]]}